[1]
ORCA calculation (ωB97M-V/def2-TZVPD) on C22H29N5O3 in the gas phase at a distorted geometry.

ORCA input file:
```
! wB97M-V def2-TZVPD RIJCOSX def2/J DEFGRID3
* xyz 0 1
C 3.91679 -5.94409 -1.54322
C 4.40982 -4.39311 -1.20937
O 3.55541 -3.72268 -0.33228
C 2.44328 -3.33993 -0.62946
C 1.87056 -2.79830 0.47797
C 0.45533 -2.41340 0.20970
C -0.11409 -2.46046 -1.02545
C 0.74893 -2.74905 -2.26639
C 1.97974 -3.35110 -2.03984
H 2.46907 -3.74065 -2.74461
H 0.17073 -2.82608 -3.38356
C -1.35608 -1.64695 -1.49381
O -2.06973 -1.55246 -0.31852
N -1.73714 -1.06702 -2.59593
H -0.77148 -0.91525 -3.22728
C -2.80793 -0.29532 -2.68707
H -3.42000 -0.59458 -3.30438
H -3.28880 -0.19326 -1.70746
C -2.29860 1.35762 -3.24358
C -0.99762 1.43456 -2.55209
O 0.21050 1.23595 -3.21564
N -0.97629 1.91576 -1.39992
C -2.03944 2.29568 -0.48282
H -3.03555 2.03112 -0.89837
C -1.73880 1.53352 0.56712
H -2.66701 1.69295 1.51077
H -1.85073 0.30544 0.64854
C -0.54272 1.58835 1.37471
C -0.42351 2.68201 2.27910
C -0.44172 2.87538 3.68332
N -0.36103 4.28633 3.80501
C -0.17793 4.92452 2.68203
N -0.38098 4.09320 1.69715
H -0.15317 5.92340 2.73207
H -0.27925 4.59111 4.87186
C -0.63598 1.79988 4.41433
H -1.04368 2.07184 5.31960
H 0.29314 1.37762 5.04952
C -1.02213 0.53463 3.67606
N -0.40912 0.27474 2.32784
H 0.57187 0.20602 2.77464
H -2.22534 0.45483 3.47549
H -0.83305 -0.48398 4.27824
C 0.72745 1.29768 0.56068
C 0.49628 2.29700 -0.83650
H 1.19582 2.30968 -1.35417
H 0.44682 3.38811 -0.21083
H 1.62067 1.65311 1.11461
H 0.68171 0.44583 -0.00633
H -1.88678 3.22382 -0.15214
H -2.98884 2.04402 -3.01059
H -2.06723 1.25539 -4.29969
H -0.18923 -1.69817 0.94881
H 2.02976 -2.91397 1.50916
H 4.42437 -3.89538 -2.04655
H 5.22406 -4.60256 -0.80490
H 3.09343 -5.93538 -2.01014
H 3.96726 -6.62479 -0.70518
H 4.60655 -6.36837 -2.36146
*
```

Values from the calculation:
- E_HOMO (eV) = -7.7869
- ΔE to the lowest compared entry with this formula, charge and spin (eV) = 20.934
- orbital gap (eV) = 8.28

---

[2]
ORCA calculation (ωB97M-V/def2-TZVPD) on a molecular structure, C25H28BrGeIN2O3ReSe.

ORCA input file:
```
! wB97M-V def2-TZVPD RIJCOSX def2/J DEFGRID3
* xyz 2 4
Re -0.63343 -0.14530 -1.74664
O 3.81626 -0.63414 -2.31304
C 4.12449 0.62449 -1.93220
C 5.48188 0.91375 -1.81365
C 5.89459 2.17451 -1.44648
C 4.96623 3.18837 -1.18940
C 3.62799 2.91420 -1.29599
C 3.17572 1.62864 -1.65917
C 1.74694 1.39188 -1.70897
O 1.30118 0.16703 -2.04478
N 0.88338 2.32279 -1.42324
N -0.41115 1.83600 -1.53319
C -1.37066 2.73031 -1.45434
C -2.75851 2.48044 -1.58567
C -3.64351 3.57206 -1.44657
C -4.99322 3.40688 -1.62605
C -5.49263 2.14640 -1.96955
C -4.65279 1.05827 -2.12417
C -3.29120 1.21600 -1.92460
O -2.48500 0.14721 -2.08781
H 2.87113 -0.69393 -2.50696
H 6.19039 0.12669 -2.03182
H 6.95347 2.38190 -1.36664
H 5.30034 4.17805 -0.91334
H 2.89337 3.68295 -1.10308
H -1.03176 3.75094 -1.30102
H -3.23749 4.54491 -1.19901
H -5.66591 4.24515 -1.51627
H -6.55545 2.01868 -2.12649
H -5.03568 0.08589 -2.40165
C -1.13033 2.10870 4.47684
Ge 0.01787 0.88878 3.50107
C 0.06831 -0.90190 4.27033
C 1.80228 1.57371 3.15386
C -0.81152 0.75466 1.65747
Se 0.06356 -0.64813 0.62727
C -1.16580 -2.08276 1.09131
H -0.73561 2.25441 5.48224
H -2.14140 1.71200 4.56327
H -1.17206 3.08071 3.98629
H 0.56052 -0.85492 5.24199
H 0.64475 -1.59757 3.65705
H -0.93401 -1.30112 4.43038
H 2.34471 1.68089 4.09295
H 1.75760 2.55104 2.67286
H 2.37371 0.89716 2.51589
H -0.61031 1.69219 1.14000
H -1.88329 0.55635 1.65035
H -1.10809 -2.17893 2.17277
H -0.84220 -3.00235 0.61211
H -2.16771 -1.79987 0.77950
Br 2.15381 -3.15155 -1.13814
C 0.75242 -4.39909 -0.99134
C 0.92711 -5.51079 -0.17791
C -0.09092 -6.44394 -0.04577
C -1.29406 -6.27596 -0.71549
C -1.48658 -5.16714 -1.52589
C -0.45953 -4.24417 -1.65022
I -0.82842 -2.65927 -2.99018
H 1.86742 -5.64363 0.33921
H 0.06400 -7.31056 0.58217
H -2.08507 -7.00598 -0.61478
H -2.42012 -5.03197 -2.05562
*
```

Values from the calculation:
- E_HOMO (alpha / beta) (eV) = -13.2962 / -13.2945
- ΔE to the lowest compared entry with this formula, charge and spin (eV) = 0.200
- orbital gap (alpha / beta) (eV) = 5.68 / 4.81

---

[3]
ORCA calculation (ωB97M-V/def2-TZVPD) on C4H8N2 in the gas phase at a distorted geometry.

ORCA input file:
```
! wB97M-V def2-TZVPD RIJCOSX def2/J DEFGRID3
* xyz 0 1
C 1.02991 -0.87435 -0.50405
N 0.54235 0.31163 0.17989
C 0.08003 0.01815 1.52482
C -0.41664 1.05276 -0.60760
C -1.54110 0.24396 -1.15254
N -2.37738 -0.41731 -1.60218
H 1.80881 -1.34387 0.10392
H 1.46928 -0.59471 -1.46757
H 0.23620 -1.62010 -0.68783
H -0.76146 -0.69617 1.55900
H -0.22826 0.94610 2.01780
H 0.91165 -0.40376 2.09870
H 0.08786 1.51904 -1.46203
H -0.84126 1.85863 -0.00032
*
```

Values from the calculation:
- E_HOMO (eV) = -9.3166
- ΔE to the lowest compared entry with this formula, charge and spin (eV) = 0.770
- orbital gap (eV) = 10.18

---

Which of these has the highest ΔE to the lowest compared entry with this formula, charge and spin?
C22H29N5O3

---

Number 2 is which compound?
C25H28BrGeIN2O3ReSe